{"formula": "C4H5N2P", "method": "wB97M-V/def2-TZVPD", "relative_energy_kj_mol": 390.3, "total_charge": 0, "homo_ha": [-0.279, -0.279], "gap_ev": [7.5, 7.4], "elements": ["C", "C", "C", "C", "N", "N", "P", "H", "H", "H", "H", "H"], "xyz": [[0.152304, 1.073172, -1.483338], [2.620747, 0.568770, 0.588729], [-1.632359, -1.258449, 0.750783], [-0.489274, -0.152611, -1.106889], [0.727930, 2.016827, -1.792613], [-1.098873, -0.181960, 0.108662], [1.650657, 1.415140, 1.476922], [3.520812, 0.048781, 0.471004], [-1.898833, -2.151861, 0.267039], [-2.011414, -1.012480, 1.732286], [-0.485918, -0.965237, -1.836284], [-1.055779, 0.599909, 0.823699]], "forces_ev_per_a": [[-0.797, -1.549, 0.340], [-1.614, 1.742, 2.633], [0.283, 3.002, -0.055], [0.043, 1.853, 0.170], [0.265, 0.824, -0.311], [-0.193, -2.385, 1.501], [1.030, -0.980, -1.393], [0.817, -0.759, -0.946], [0.075, -0.855, -0.688], [-0.039, -0.280, -0.076], [-0.287, 0.086, 0.831], [0.417, -0.700, -2.006]]}